1.
ORCA calculation (wB97M-V/def2-TZVPD) on C18H12F2LiNO2S as an isolated structure at a distorted geometry.

Summary:
HOMO level = -6.0 eV
Kohn-Sham gap = 5.117 eV
electronic energy = -1503.7543 a.u.
ΔE to the lowest compared entry with this formula, charge and spin = 83.4 kJ/mol

Cartesian coordinates (Å):
F: 3.680 1.713 3.697
C: 2.619 1.102 3.072
F: 3.072 0.551 1.890
S: 2.022 -0.242 4.161
N: 0.896 -0.882 2.337
C: 0.898 -2.252 2.124
O: 1.441 -3.097 2.822
C: 0.043 -2.466 0.915
C: -0.272 -1.222 0.403
C: -1.189 -1.056 -0.656
C: -1.878 -2.207 -1.087
C: -1.578 -3.462 -0.543
C: -0.590 -3.616 0.448
C: 0.202 -0.221 1.399
O: -0.140 1.001 1.393
H: 1.812 1.814 2.873
H: -1.275 -0.094 -1.190
H: -2.634 -2.124 -1.878
H: -2.109 -4.342 -0.909
H: -0.301 -4.583 0.860
C: -0.701 2.364 5.181
Li: -1.766 0.744 0.570
C: 0.595 1.951 5.229
C: 0.660 0.458 5.021
C: -0.743 0.145 4.515
C: -1.515 1.316 4.586
C: -2.839 1.307 4.129
C: -3.349 0.158 3.535
C: -2.572 -1.016 3.475
C: -1.281 -1.030 4.028
H: -1.126 3.328 5.449
H: 1.479 2.557 5.382
H: 0.834 -0.087 5.974
H: -3.444 2.200 4.289
H: -4.377 0.127 3.155
H: -2.990 -1.938 3.051
H: -0.728 -1.966 4.144

***

2.
ORCA calculation (wB97M-V/def2-TZVPD) on an isolated molecule of C4H8O2.

Summary:
HOMO level = -9.7 eV
Kohn-Sham gap = 10.646 eV
electronic energy = -307.6298 a.u.
ΔE to the lowest compared entry with this formula, charge and spin = 216.9 kJ/mol

Cartesian coordinates (Å):
C: -1.705 -0.485 -0.055
C: -0.501 -0.346 -0.980
O: 0.230 0.901 -0.779
C: 1.157 1.117 0.272
C: 1.522 -0.194 0.911
O: 2.294 -0.370 1.817
H: -2.128 0.511 0.081
H: -1.466 -0.907 0.932
H: -2.466 -1.127 -0.516
H: 0.059 -1.302 -0.990
H: -0.802 -0.210 -2.015
H: 0.789 1.823 1.038
H: 2.063 1.589 -0.144
H: 0.962 -1.007 0.418

***

3.
ORCA calculation (wB97M-V/def2-TZVPD) on C2H3N2O2P as an isolated structure at a distorted geometry.

Summary:
HOMO level = -10.7 eV
Kohn-Sham gap = 9.988 eV
electronic energy = -679.2243 a.u.
ΔE to the lowest compared entry with this formula, charge and spin = 420.0 kJ/mol

Cartesian coordinates (Å):
C: -1.693 0.368 0.841
C: 0.793 1.081 -0.337
N: -2.835 0.526 0.907
N: 0.092 -1.662 0.006
O: -0.682 -2.116 -0.797
O: 1.262 -1.956 0.290
P: 0.055 -0.086 0.952
H: 0.198 1.153 -1.306
H: 1.107 2.044 0.086
H: 1.704 0.647 -0.641

***

4.
ORCA calculation (wB97M-V/def2-TZVPD) on a 3-piece molecular cluster, C3H14N2O3 overall at a distorted geometry.

Summary:
HOMO level = -9.5 eV
Kohn-Sham gap = 10.288 eV
electronic energy = -457.9181 a.u.
ΔE to the lowest compared entry with this formula, charge and spin = 55.2 kJ/mol

Cartesian coordinates (Å):
C: 0.393 0.805 -1.492
N: -0.322 -0.382 -1.029
C: -1.440 -0.862 -1.825
O: -2.127 -1.869 -1.118
C: 1.390 1.203 -0.432
N: 2.044 0.088 0.212
H: -0.362 1.575 -1.662
H: 0.908 0.572 -2.442
H: 0.339 -1.121 -0.821
H: -2.106 -0.003 -1.958
H: -1.086 -1.248 -2.786
H: -1.725 -1.935 -0.235
H: 2.106 1.878 -0.938
H: 0.914 1.850 0.305
H: 2.850 -0.290 -0.266
H: 2.395 0.402 1.107
H: -2.193 0.628 1.611
H: -1.097 0.034 0.645
O: -1.301 0.226 1.610
H: 0.589 0.468 2.540
H: 1.031 0.498 3.993
O: 1.367 0.638 3.097